48
Properties=species:S:1:pos:R:3:lowdin_charge:R:1 method="wB97M-V/def2-TZVPD" orbital_gap_ha=0.25899 lumo_energy_ev=-1.52 e_tot_ha=-2379.95294
C -5.29207 1.63422 0.51157 -0.179
C -4.88197 2.72595 1.49822 -0.177
H -5.37698 2.03026 -0.50368 0.062
H -6.26294 1.20547 0.77615 0.064
H -4.56273 0.82065 0.48842 -0.013
H -3.85119 3.04095 1.33541 0.050
H -5.51748 3.60901 1.39848 0.059
H -4.96519 2.37768 2.52932 0.059
C 0.61276 -1.30951 -2.79946 -0.124
C 1.39758 -1.62531 -3.90166 -0.025
C 2.71192 -1.16460 -3.93868 -0.031
C 3.21120 -0.40464 -2.88378 0.008
H -0.42553 -1.62466 -2.68104 0.032
H 0.96834 -2.21618 -4.69454 0.112
H 3.35470 -1.39179 -4.78336 0.116
H 4.22757 -0.03251 -2.88362 0.105
N 1.11194 -0.57958 -1.80575 -0.034
C 2.37465 -0.11766 -1.79825 -0.201
C 2.80980 0.67932 -0.63362 -0.201
N 1.92615 0.90793 0.34846 -0.069
C 2.18296 1.59688 1.45729 -0.094
C 4.40447 1.95669 0.63527 -0.022
C 3.44634 2.14984 1.62708 -0.028
H 1.38022 1.70082 2.18746 0.128
H 3.64316 2.71371 2.52422 0.111
C 4.08723 1.21721 -0.50247 0.013
H 4.80566 1.04854 -1.28934 0.105
H 5.40128 2.37614 0.73733 0.119
Ca -0.07884 -0.02181 0.10408 0.944
I -2.36026 -1.17192 -0.59354 0.130
O 1.77407 -2.41183 3.20582 0.029
C 0.72336 -2.40253 2.56792 -0.616
O 0.39054 -1.62787 1.60413 -0.267
C -0.34715 -3.43948 3.00137 -0.082
C -1.39360 -3.83867 2.15739 0.060
C -2.39836 -4.72237 2.62165 -0.097
C -2.38202 -5.19607 3.93268 0.072
C -1.34854 -4.78913 4.78338 -0.100
C -0.32982 -3.91980 4.31879 0.079
N -1.33799 -5.24573 6.19847 -0.319
O -2.26815 -5.99498 6.55101 0.060
O -0.41615 -4.83829 6.91901 0.067
N -3.47332 -5.16677 1.69013 -0.318
O -3.44061 -4.73552 0.53651 0.052
O -4.31937 -5.95378 2.15659 0.057
H -1.43524 -3.47096 1.13704 0.054
H -3.15124 -5.86163 4.28739 0.123
H 0.46061 -3.61852 4.99934 0.127

***

40
Properties=species:S:1:pos:R:3:lowdin_charge:R:1 method="wB97M-V/def2-TZVPD" total_charge=+2 multiplicity=6 orbital_gap_ha="0.22697 / 0.25842" lumo_energy_ev="-9.14 / -8.07" e_tot_ha=-2268.30321
Sm 0.07567 -0.03004 3.08011 1.185
Cl 0.00137 0.46753 5.48442 -0.083
P 0.02013 -0.04476 0.48241 0.920
C -1.45822 -0.80581 -0.11905 -0.408
C -1.25266 -1.61289 -1.24265 -0.088
C -2.34464 -2.15562 -1.89507 -0.028
C -3.61896 -1.96285 -1.33834 -0.017
C -3.81438 -1.24634 -0.15287 -0.037
C -2.72923 -0.63614 0.46643 -0.095
C -0.22869 1.84992 0.56263 -0.350
C 0.64936 2.70383 1.26521 -0.125
C 0.46461 4.08614 1.15270 -0.037
C -0.55318 4.57554 0.31142 -0.014
C -1.42225 3.71102 -0.39483 -0.022
C -1.23284 2.34535 -0.27056 -0.088
C 1.63666 -0.39658 -0.14415 -0.398
C 2.66375 -0.96771 0.64281 -0.090
C 3.93539 -1.05820 0.07641 -0.036
C 4.11813 -0.69396 -1.26375 -0.014
C 3.08316 -0.17530 -2.06213 -0.013
C 1.83883 -0.00069 -1.46889 -0.083
H 1.51900 2.32275 1.80237 0.098
H 1.12145 4.77779 1.70089 0.133
H -0.69315 5.66246 0.20183 0.132
H -2.21063 4.10575 -1.05542 0.135
H -1.81082 1.66086 -0.87921 0.111
H -0.24753 -1.74383 -1.61281 0.096
H -2.19028 -2.70885 -2.81549 0.126
H -4.45500 -2.41650 -1.83089 0.118
H -4.80457 -1.14272 0.29434 0.129
H -2.85336 0.00180 1.34669 0.108
H 2.46149 -1.30366 1.66814 0.082
H 4.76034 -1.40282 0.70189 0.128
H 5.08021 -0.81989 -1.72114 0.120
H 3.23378 0.09750 -3.10735 0.131
H 1.02262 0.45781 -2.01267 0.120
H -0.17466 -4.86919 -1.46222 0.011
H 0.57023 -4.82704 -1.42389 0.017
O -0.10620 -3.44070 3.28409 0.162
C -0.05492 -2.36395 3.74856 -0.037